Entry 1:
The following is a DFT calculation (the ωB97M-V functional and the def2-TZVPD basis) of 3 unconnected molecules or ions with the total composition C19H47BN3O8 at a distorted geometry.

```
! RIJCOSX wB97M-V def2-TZVPD def2/J DEFGRID3
* xyz 1 1
C 6.8849 -0.2222 0.3798
C 5.3669 0.0290 0.6905
C 4.5129 0.2810 -0.6077
C 3.0888 -0.3783 -0.5795
C 2.0692 0.2774 0.4100
O 1.7651 -0.3594 1.6217
B 1.1224 -1.6298 1.4647
O -0.0109 -1.9031 0.6794
O 1.7003 -2.7082 2.1581
C 0.7910 0.9596 -0.2364
O 0.3195 1.7482 0.8850
C 1.4499 2.1986 1.5923
N 2.6682 1.5738 0.9170
H 7.4468 -0.0556 1.3268
H 7.2750 0.5139 -0.3516
H 7.0641 -1.2708 0.0608
H 4.9282 -0.7793 1.3132
H 5.3423 0.9674 1.3042
H 5.0623 -0.2204 -1.4392
H 4.4957 1.3588 -0.8950
H 3.2376 -1.4666 -0.4318
H 2.6759 -0.2639 -1.6112
H 0.2838 -1.8820 -0.2399
H 2.4957 -2.3654 2.5797
H 0.0319 0.2648 -0.6510
H 1.0657 1.6683 -1.0508
H 1.4793 3.3129 1.5468
H 1.5166 2.0016 2.6810
H 3.3549 1.4968 1.6701
H 2.8440 2.2561 0.1795
C -0.6971 -0.8381 4.5813
O -0.8848 0.4572 4.0345
C -1.6901 0.4647 2.8517
C -3.0239 1.1506 3.1126
N -3.8771 0.3369 3.9737
C -5.0687 1.0355 4.4585
C -4.8609 2.2379 5.3833
O -4.3147 1.9036 6.6509
C -2.9013 1.8351 6.6934
H 0.0318 -0.7600 5.3885
H -1.6289 -1.2298 4.9969
H -0.3086 -1.5325 3.8286
H -1.8326 -0.5428 2.4478
H -1.1392 1.0462 2.1074
H -3.5335 1.3175 2.1588
H -2.8122 2.1269 3.5657
H -3.3403 0.0335 4.7757
H -5.6638 0.2968 5.0013
H -5.6678 1.3478 3.5969
H -5.8482 2.6580 5.5913
H -4.2839 3.0410 4.9116
H -2.4297 2.5322 5.9958
H -2.5591 0.8155 6.4970
H -2.5831 2.0931 7.7050
C 1.1326 0.1258 -6.7877
O -0.2567 -0.0346 -7.0084
C -0.6188 -1.3562 -7.4056
C -1.4325 -2.0367 -6.3148
N -0.6001 -2.3505 -5.1549
C -1.3604 -2.7809 -3.9822
C -2.3103 -1.7660 -3.3407
O -1.6498 -0.6559 -2.7386
C -1.3581 0.4201 -3.6182
H 1.3257 1.1866 -6.6256
H 1.4577 -0.4242 -5.8978
H 1.7094 -0.2024 -7.6565
H 0.2544 -1.9526 -7.6840
H -1.2476 -1.2563 -8.2942
H -1.8605 -2.9621 -6.7098
H -2.2550 -1.3638 -6.0466
H -0.0663 -1.5289 -4.9031
H -0.6268 -3.0768 -3.2256
H -1.9242 -3.6826 -4.2395
H -2.8264 -2.2781 -2.5246
H -3.0923 -1.4256 -4.0259
H -2.0912 0.5261 -4.4196
H -0.3557 0.3037 -4.0398
H -1.3580 1.3418 -3.0308
*
```

Computed properties:
ΔE to the lowest compared entry with this formula, charge and spin: 36.4 kcal per mole
strongest force on any atom: 2.68 eV/Å

The net atomic charges from Mulliken, expressed in e, are:
1. C -1.3612
2. C -0.2627
3. C -0.7241
4. C -0.8119
5. C 0.4509
6. O -0.7226
7. B 1.0636
8. O -0.5106
9. O -0.4666
10. C -0.1815
11. O -0.3762
12. C -0.5824
13. N -0.0312
14. H 0.3904
15. H 0.3422
16. H 0.3582
17. H 0.2532
18. H 0.2102
19. H 0.5430
20. H 0.3313
21. H 0.3370
22. H 0.3851
23. H 0.2199
24. H 0.2695
25. H 0.0587
26. H 0.3848
27. H 0.3994
28. H 0.3360
29. H 0.1961
30. H 0.3951
31. C -0.5898
32. O -0.3640
33. C -0.3934
34. C -0.2723
35. N -0.3179
36. C -0.6700
37. C -0.4762
38. O -0.4352
39. C -0.5223
40. H 0.2328
41. H 0.3497
42. H 0.2004
43. H 0.4337
44. H 0.0575
45. H 0.3918
46. H 0.1598
47. H 0.0858
48. H 0.3681
49. H 0.3968
50. H 0.3675
51. H 0.3243
52. H 0.2710
53. H 0.1487
54. H 0.3384
55. C -0.6920
56. O -0.3390
57. C -0.7971
58. C -0.1883
59. N -0.2751
60. C -0.7168
61. C -0.5685
62. O -0.3036
63. C -0.6415
64. H 0.2360
65. H 0.2602
66. H 0.3512
67. H 0.3973
68. H 0.4000
69. H 0.3951
70. H 0.1805
71. H 0.0080
72. H 0.3260
73. H 0.4288
74. H 0.3569
75. H 0.3820
76. H 0.3647
77. H 0.1750
78. H 0.2814

Entry 2:
The following is a DFT calculation (the ωB97M-V functional and the def2-TZVPD basis) of a molecular structure, C19H47ClF3GaN3O6.

```
! RIJCOSX wB97M-V def2-TZVPD def2/J DEFGRID3
* xyz -1 1
F -8.2065 1.5251 0.2156
C -8.8400 1.0419 -0.9195
F -8.8215 2.1262 -1.7748
F -10.1532 0.9392 -0.5451
Ga -7.9196 -0.6586 -1.6853
Cl -9.4892 -2.3019 -1.4670
H -6.6511 -1.0565 -0.8218
H -7.5325 -0.4520 -3.2196
C -3.7707 -0.3645 -1.9179
O -3.7128 -1.6529 -1.3410
C -3.0520 -2.6308 -2.1193
C -1.7454 -3.0453 -1.4765
N -0.7886 -1.9495 -1.4886
C 0.3929 -2.1342 -0.6599
C 0.2176 -2.3563 0.8365
O -0.2524 -1.2213 1.5378
C -1.6585 -1.0272 1.5261
H -4.4926 0.2169 -1.3493
H -2.7948 0.1415 -1.8756
H -4.1074 -0.4092 -2.9569
H -2.8866 -2.2668 -3.1382
H -3.7076 -3.5047 -2.1750
H -1.3256 -3.8941 -2.0278
H -1.9818 -3.3969 -0.4627
H -1.2545 -1.0976 -1.2085
H 1.0041 -1.2380 -0.7772
H 0.9728 -2.9708 -1.0677
H 1.2133 -2.5585 1.2440
H -0.4047 -3.2291 1.0692
H -2.1990 -1.9758 1.5440
H -1.9850 -0.4472 0.6596
H -1.9161 -0.4622 2.4220
C 2.9117 -2.8648 6.1280
O 3.4444 -1.5683 6.3002
C 4.8610 -1.4945 6.3256
C 5.4144 -0.8325 5.0824
N 5.2417 -1.6683 3.9046
C 5.5528 -1.0273 2.6309
C 4.7581 0.2048 2.2108
O 3.4142 -0.0529 1.8715
C 2.5060 -0.1172 2.9614
H 1.8447 -2.8048 6.3332
H 3.0442 -3.2400 5.1072
H 3.3648 -3.5761 6.8253
H 5.2963 -2.4896 6.4615
H 5.1347 -0.8849 7.1912
H 6.4851 -0.6573 5.2317
H 4.9310 0.1491 4.9892
H 4.2934 -2.0158 3.8746
H 5.4214 -1.7798 1.8499
H 6.6156 -0.7607 2.6372
H 5.2235 0.5879 1.2985
H 4.8133 1.0093 2.9554
H 2.7700 0.5963 3.7475
H 2.4553 -1.1245 3.3854
H 1.5183 0.1201 2.5776
C 1.9811 0.7174 -2.2735
O 0.5928 0.9232 -2.1228
C 0.2393 1.9334 -1.1871
C -0.3113 3.1638 -1.8731
N 0.7128 3.8614 -2.6380
C 0.2220 4.9243 -3.5082
C -0.7848 4.5790 -4.6005
O -0.2633 3.8028 -5.6607
C -0.2323 2.4060 -5.4327
H 2.1127 -0.2232 -2.8070
H 2.4612 1.5128 -2.8563
H 2.4811 0.6428 -1.3023
H 1.0922 2.1810 -0.5480
H -0.5476 1.5202 -0.5485
H -0.7044 3.8420 -1.1092
H -1.1595 2.8406 -2.4906
H 1.2282 3.1926 -3.1931
H 1.0920 5.3723 -3.9948
H -0.2220 5.7013 -2.8766
H -1.0986 5.5216 -5.0557
H -1.6889 4.1063 -4.1985
H -1.0869 2.0730 -4.8387
H 0.6921 2.0919 -4.9396
H -0.2746 1.9165 -6.4053
*
```

Computed properties:
strongest force on any atom: 0.44 eV/Å

The net atomic charges from Mulliken, expressed in e, are:
1. F -0.2789
2. C 0.4970
3. F -0.2780
4. F -0.2561
5. Ga 0.1932
6. Cl -0.5174
7. H -0.1436
8. H -0.2015
9. C -0.5499
10. O -0.2023
11. C -0.8045
12. C -0.3734
13. N 0.0896
14. C -0.1251
15. C -0.7616
16. O -0.2253
17. C -0.5860
18. H 0.2260
19. H 0.0699
20. H 0.3817
21. H 0.3780
22. H 0.4097
23. H 0.3575
24. H 0.2585
25. H -0.2136
26. H -0.2981
27. H 0.4839
28. H 0.3607
29. H 0.4312
30. H 0.3234
31. H 0.1019
32. H 0.3086
33. C -0.6879
34. O -0.3397
35. C -0.8051
36. C -0.1908
37. N -0.2820
38. C -0.8752
39. C -0.5121
40. O -0.2203
41. C -0.4600
42. H 0.2432
43. H 0.2752
44. H 0.3338
45. H 0.4038
46. H 0.3874
47. H 0.3683
48. H 0.1808
49. H 0.0669
50. H 0.3830
51. H 0.4350
52. H 0.3378
53. H 0.3757
54. H 0.3217
55. H 0.1137
56. H 0.1308
57. C -0.9372
58. O -0.2473
59. C -0.5631
60. C -0.2674
61. N -0.3067
62. C -0.7040
63. C -0.4682
64. O -0.4446
65. C -0.4769
66. H 0.2750
67. H 0.3433
68. H 0.3212
69. H 0.4284
70. H 0.1915
71. H 0.3863
72. H 0.1358
73. H 0.1074
74. H 0.3732
75. H 0.3947
76. H 0.3506
77. H 0.3404
78. H 0.2502
79. H 0.1353
80. H 0.3426

Entry 3:
The following is a DFT calculation (the ωB97M-V functional and the def2-TZVPD basis) of 3 unconnected molecules or ions with the total composition C19H47O10P3 at a distorted geometry.

```
! RIJCOSX wB97M-V def2-TZVPD def2/J DEFGRID3
* xyz 0 1
C 3.0725 3.4981 -4.5720
C 3.0381 2.2179 -5.3814
O 2.7469 1.0609 -4.5805
P 1.2938 0.8433 -3.9871
O 0.2276 0.8254 -4.9875
O 1.4889 -0.6251 -3.3791
C 0.6321 -1.7175 -3.7331
C 1.2627 -2.5762 -4.8060
O 1.3158 1.6855 -2.6580
C 0.6715 1.2468 -1.4451
C 1.6895 0.6668 -0.4958
H 2.0849 3.7487 -4.1826
H 3.4112 4.3253 -5.1963
H 3.7461 3.3953 -3.7209
H 2.3089 2.2876 -6.1917
H 4.0130 2.0267 -5.8266
H -0.3489 -1.3567 -4.0395
H 0.4918 -2.3044 -2.8236
H 1.5493 -1.9673 -5.6645
H 0.5656 -3.3473 -5.1342
H 2.1660 -3.0576 -4.4285
H -0.1283 0.5395 -1.6664
H 0.2117 2.1331 -1.0078
H 2.1908 -0.1985 -0.9269
H 1.2077 0.3598 0.4341
H 2.4580 1.4054 -0.2628
C -0.7754 -3.2367 0.8871
C -0.2967 -4.3118 -0.0717
O -1.3172 -5.2300 -0.4468
P -2.5392 -4.7581 -1.4306
O -1.7954 -4.4039 -2.6572
O -3.2504 -6.1677 -1.6899
C -3.4536 -6.6728 -3.0174
C -2.3651 -7.6553 -3.3868
O -3.4437 -4.2608 -0.2250
C -4.8672 -4.4990 -0.1238
C -5.1160 -5.6432 0.8278
H -1.4937 -2.5673 0.4097
H 0.0693 -2.6371 1.2303
H -1.2677 -3.6837 1.7508
H 0.1338 -3.8598 -0.9709
H 0.4802 -4.9126 0.4011
H -3.5072 -5.8578 -3.7385
H -4.4268 -7.1668 -3.0097
H -1.3824 -7.2065 -3.2439
H -2.4639 -7.9632 -4.4281
H -2.4189 -8.5416 -2.7535
H -5.3045 -4.6815 -1.1049
H -5.3065 -3.5813 0.2664
H -4.6473 -6.5592 0.4727
H -6.1884 -5.8130 0.9304
H -4.6983 -5.4181 1.8093
C 0.9389 5.6829 7.0814
C 1.7948 4.7281 6.2403
P 0.8938 3.1802 5.8149
C -0.7884 3.6503 5.2837
C 1.7074 2.6118 4.2487
O 1.0713 3.0712 3.0552
C 1.9519 3.6497 2.1201
C 2.2429 5.1361 2.4026
O 1.2231 5.8113 3.0915
C 0.0415 5.9788 2.3335
H 1.5842 6.3761 7.6216
H 0.3093 5.1425 7.7892
H 0.3159 6.2955 6.4287
H 2.6597 4.4199 6.8314
H 2.1814 5.2603 5.3683
H -0.8313 4.1738 4.3300
H -1.3536 2.7220 5.1870
H -1.2798 4.2443 6.0532
H 2.7505 2.9445 4.2842
H 1.7246 1.5189 4.2354
H 1.4647 3.5557 1.1459
H 2.8909 3.0883 2.0668
H 3.1197 5.1955 3.0543
H 2.5354 5.6447 1.4743
H 0.0712 6.9020 1.7447
H -0.1514 5.1402 1.6609
H -0.7937 6.0488 3.0292
*
```

Computed properties:
ΔE to the lowest compared entry with this formula, charge and spin: 0.0 kcal per mole
SMILES: CCOP(=O)(OCC)OCC.CCOP(=O)(OCC)OCC.CCP(C)COCCOC
strongest force on any atom: 5.75 eV/Å

The net atomic charges from Mulliken, expressed in e, are:
1. C -0.9563
2. C -0.3458
3. O -0.3125
4. P 0.7708
5. O -0.7459
6. O -0.2294
7. C 0.2771
8. C -1.3009
9. O -0.2044
10. C -0.2191
11. C -1.0735
12. H 0.2507
13. H 0.4111
14. H 0.2495
15. H 0.3004
16. H 0.2986
17. H 0.3815
18. H -0.1823
19. H 0.3502
20. H 0.3588
21. H 0.3218
22. H 0.2836
23. H 0.3603
24. H 0.3796
25. H 0.3705
26. H 0.2320
27. C -0.9813
28. C -0.0028
29. O -0.3857
30. P 0.9088
31. O -0.6911
32. O -0.2848
33. C -0.3169
34. C -1.1067
35. O -0.2445
36. C -0.2051
37. C -1.0910
38. H 0.2127
39. H 0.4174
40. H 0.2697
41. H -0.0656
42. H 0.3242
43. H 0.3359
44. H 0.3452
45. H 0.2789
46. H 0.3688
47. H 0.2996
48. H 0.2871
49. H 0.3505
50. H 0.2686
51. H 0.3998
52. H 0.2925
53. C -1.3781
54. C -0.0577
55. P -0.0585
56. C -0.8563
57. C -0.7033
58. O -0.3786
59. C -0.3612
60. C -0.6189
61. O -0.2507
62. C -0.7580
63. H 0.3857
64. H 0.3375
65. H 0.2914
66. H 0.3797
67. H 0.1158
68. H 0.0885
69. H 0.3661
70. H 0.3693
71. H 0.4388
72. H 0.4346
73. H 0.1921
74. H 0.4604
75. H 0.3380
76. H 0.3756
77. H 0.2946
78. H 0.2973
79. H 0.2454

Looking at E_HOMO for the records above, in order, we have -10.31, -5.63, -8.05 eV.
Looking at gap between HOMO and LUMO for the records above, in order, we have 0.264, 0.282, 0.316 Eh.
Looking at LUMO energy for the records above, in order, we have -3.1161, 2.0311, 0.5384 eV.